Below is the ion C4H12NO with charge +1, with properties calculated with ωB97M-V with the def2-TZVPD basis set.

Structure (XYZ):
```
18
Properties=species:S:1:pos:R:3:forces:R:3
C -1.316 -1.934 0.067 -0.478 -0.219 -0.706
C 0.169 -1.863 -0.166 0.954 0.652 1.272
N 0.661 -0.419 -0.282 -1.923 -0.788 -0.346
C 0.402 0.394 0.929 1.554 1.103 0.456
C 0.214 1.878 0.524 -0.490 -0.067 -0.041
O -0.034 1.923 -0.875 -0.348 0.345 -0.078
H -1.703 -2.872 -0.325 -0.013 0.058 -0.223
H -1.844 -1.109 -0.414 -0.048 -0.116 -0.212
H -1.615 -1.936 1.097 0.192 0.155 0.622
H 0.709 -2.190 0.728 -0.072 -0.400 -0.183
H 0.581 -2.409 -1.006 -0.331 0.038 -0.282
H 0.114 0.105 -0.988 0.383 -0.272 -0.409
H 1.623 -0.473 -0.584 0.424 0.518 0.131
H -0.449 0.071 1.504 -0.296 -0.602 -0.284
H 1.290 0.316 1.552 -0.128 -0.104 0.230
H -0.659 2.276 1.033 0.042 -0.004 0.322
H 1.067 2.492 0.788 0.289 -0.021 -0.037
H -0.674 2.633 -1.035 0.290 -0.276 -0.231
```
Forces are in eV/Å.

Summary:
- DFT total energy (eV) = -7873.354
- net charge = +1
- molecular weight (g mol⁻¹) = 90.1
- SMILES = CC[NH2+]CCO

Atomic partial charges in e from the Löwdin method, atoms 1 to 5:
1 C -0.06
2 C -0.15
3 N 0.04
4 C -0.09
5 C -0.18

---

Below is a cluster of 3 separate species, C17H17BrF16N2O2 in total, with properties calculated with ωB97M-V with the def2-TZVPD basis set.

Structure (XYZ):
```
55
Properties=species:S:1:pos:R:3:forces:R:3
F -5.577 -0.507 -1.148 -0.160 -0.075 -0.406
C -6.664 -0.978 -1.796 0.487 -0.025 -1.072
F -6.660 -0.390 -3.023 -0.318 -0.053 0.237
C -7.962 -0.670 -1.059 -0.670 0.767 0.505
F -8.187 0.670 -0.985 0.283 -0.401 -0.143
F -9.001 -1.177 -1.795 0.581 -0.238 0.057
C -8.069 -1.276 0.350 -0.804 -0.498 0.565
O -7.735 -0.409 1.438 1.896 0.267 -0.497
C -6.343 -0.309 1.736 -1.522 -1.641 0.178
F -5.675 -1.278 1.065 0.270 0.526 0.719
F -6.225 -0.622 3.055 0.136 0.624 -0.517
C -5.777 1.094 1.485 0.190 0.924 -0.238
F -5.957 1.486 0.199 -0.097 -0.115 0.567
F -4.438 1.131 1.718 -0.243 -0.426 0.111
H -6.541 -2.053 -1.947 -0.131 -0.051 0.122
H -9.129 -1.509 0.507 0.173 0.305 -0.114
H -7.562 -2.245 0.428 0.096 0.344 -0.178
H -6.260 1.832 2.132 -0.071 -0.237 0.073
F 5.123 -0.237 0.744 -0.174 0.138 -0.421
C 5.354 0.655 -0.243 -0.947 -0.100 -0.496
F 4.802 0.129 -1.369 0.393 0.087 -0.025
C 6.840 0.925 -0.451 1.005 -0.394 -0.170
F 7.494 -0.193 -0.868 -0.403 0.225 0.131
F 6.970 1.830 -1.472 -0.453 -0.036 0.421
C 7.571 1.510 0.768 0.753 0.783 0.148
O 8.282 0.577 1.587 -1.555 -1.026 0.558
C 7.495 -0.107 2.561 0.561 2.118 -0.260
F 6.282 0.489 2.649 0.475 -0.600 0.564
F 8.107 0.118 3.755 -0.179 -0.608 -0.481
C 7.404 -1.616 2.303 -0.078 -0.956 -0.281
F 6.882 -1.887 1.081 0.413 0.155 0.420
F 6.594 -2.221 3.212 0.198 0.517 0.031
H 4.814 1.577 -0.012 0.122 0.115 -0.003
H 8.351 2.171 0.373 -0.093 -0.348 -0.079
H 6.929 2.171 1.363 -0.066 -0.354 -0.181
H 8.391 -2.083 2.358 0.028 0.249 0.075
N -0.252 3.300 0.291 -7.096 -7.675 -6.994
C -0.971 2.477 -0.444 5.933 4.362 5.392
C -1.588 1.191 -1.247 -1.383 1.098 -0.658
C -1.225 -0.275 -0.621 -0.417 -0.833 0.843
C -1.416 -1.472 -1.773 1.365 -2.887 -8.581
N -1.357 -2.129 -2.913 -0.704 5.980 10.895
C 0.231 -0.396 0.116 0.669 -1.390 0.410
C 1.506 -0.651 -0.880 0.738 0.427 0.311
C 1.512 0.235 -2.257 0.852 -2.002 -0.844
Br 2.197 2.129 -2.007 -0.694 -1.358 -0.134
H -1.354 1.285 -2.414 -0.181 -0.093 2.803
H -2.776 1.298 -1.178 2.638 -0.102 -0.103
H -2.047 -0.512 0.209 1.793 0.535 -1.907
H 0.166 -1.360 0.818 0.089 2.083 -1.536
H 0.488 0.494 0.855 -1.017 -1.575 -1.889
H 1.664 -1.800 -1.162 -0.741 2.543 0.479
H 2.481 -0.365 -0.253 -2.141 -0.601 -1.480
H 0.505 0.237 -2.856 1.971 0.202 1.438
H 2.313 -0.279 -2.979 -1.771 1.323 1.636
```
Forces are in eV/Å.

Summary:
- DFT total energy (eV) = -138495.395
- molecular weight (g mol⁻¹) = 665.2
- SMILES = FC(F)C(F)(F)COC(F)(F)C(F)F.FC(F)C(F)(F)COC(F)(F)C(F)F.N#CC[C@@H](C#N)CCCBr

Atomic partial charges in e from the Löwdin method, atoms 1 to 5:
1 F 0.07
2 C -0.29
3 F 0.09
4 C -0.43
5 F 0.12

---

Below is a cluster of 2 separate species, C2H11N2 in total, with properties calculated with ωB97M-V with the def2-TZVPD basis set.

Structure (XYZ):
```
15
Properties=species:S:1:pos:R:3:forces:R:3
N -1.410 2.141 -1.053 -1.159 -0.910 -1.787
H -1.769 2.731 -0.324 -0.225 0.368 0.345
H -1.098 2.769 -1.810 0.023 -0.341 0.598
H -2.258 1.674 -1.486 1.191 0.703 0.792
C 1.078 -1.851 0.941 -0.167 -1.206 0.345
C 0.181 -1.080 0.026 0.514 0.262 -0.244
N 0.434 0.397 0.181 0.640 -1.735 -0.266
H 0.623 -2.856 1.005 0.709 0.166 -0.079
H 2.110 -1.891 0.597 -0.068 -0.247 -0.244
H 1.133 -1.507 1.969 -0.366 0.385 0.127
H 0.370 -1.363 -1.040 -0.365 0.416 0.866
H -0.858 -1.176 0.279 -0.503 -0.454 -0.056
H 0.343 0.655 1.151 -0.307 0.200 0.446
H -0.305 0.844 -0.399 0.422 1.593 -0.323
H 1.425 0.514 -0.040 -0.337 0.799 -0.520
```
Forces are in eV/Å.

Summary:
- DFT total energy (eV) = -5226.557
- net charge = +1
- molecular weight (g mol⁻¹) = 63.1

Atomic partial charges in e from the Löwdin method, atoms 1 to 5:
1 N 0.01
2 H 0.04
3 H 0.06
4 H 0.08
5 C -0.08

---

Below is the molecule C14H15P, with properties calculated with ωB97M-V with the def2-TZVPD basis set.

Structure (XYZ):
```
30
Properties=species:S:1:pos:R:3:forces:R:3
C 0.176 -1.438 2.332 -1.611 0.786 1.734
P -0.519 -0.833 0.923 0.535 -0.268 -0.627
C -2.243 -1.096 0.395 0.711 0.107 1.211
C 0.485 -1.414 -0.538 -0.223 1.415 0.883
C 1.594 -0.537 -0.612 0.386 -2.382 -2.630
C 2.492 -0.788 -1.683 -0.439 -0.184 -0.183
C 2.244 -1.806 -2.666 0.596 1.142 1.453
C 1.149 -2.637 -2.503 -1.248 -0.043 0.858
C 0.220 -2.456 -1.445 0.535 0.749 1.172
C -0.460 1.033 0.883 -0.424 -1.955 -0.325
C -1.004 1.621 -0.263 1.659 -1.121 2.009
C -1.103 2.963 -0.313 -1.022 0.476 -0.864
C -0.764 3.728 0.813 1.489 1.016 -1.289
C -0.024 3.169 1.838 -1.413 0.649 0.865
C 0.056 1.781 1.881 -0.751 1.987 -1.033
H -0.459 -1.150 3.263 1.153 -0.229 -1.461
H 0.301 -2.506 2.334 0.296 -0.413 -0.201
H -2.818 -1.339 1.246 -0.583 -0.381 1.165
H -2.661 -0.227 0.021 -0.727 1.977 -0.760
H -2.444 -1.813 -0.325 0.138 -1.782 -1.399
H 1.659 0.226 0.133 0.662 0.371 0.065
H 3.414 -0.219 -1.827 -0.379 0.064 0.235
H 3.010 -1.893 -3.461 -0.860 -0.254 0.450
H 0.911 -3.453 -3.144 0.267 -0.431 -0.743
H -0.651 -3.113 -1.168 1.077 0.541 -0.992
H -1.034 0.880 -1.003 -1.036 -0.124 -1.897
H -1.512 3.302 -1.267 0.181 0.890 0.518
H -0.745 4.806 0.681 -0.519 0.029 0.320
H 0.253 3.767 2.748 0.017 -0.575 -1.251
H 0.478 1.442 2.725 1.530 -2.057 2.720
```
Forces are in eV/Å.

Summary:
- DFT total energy (eV) = -24047.048
- molecular weight (g mol⁻¹) = 214.2
- SMILES = C=P(C)(c1ccccc1)c1ccccc1

Atomic partial charges in e from the Löwdin method, atoms 1 to 5:
1 C -0.30
2 P 0.84
3 C -0.17
4 C -0.29
5 C -0.08

---

Going through the records in order, we get F_max values of 2.11 12.58 2.32 3.74 eV/Å.
Going through the records in order, we get energy relative to the best compared isomer or geometry (same formula, charge and spin) values of 21.6 146.8 9.0 9.4 kcal/mol.
Going through the records in order, we get frontier orbital gap values of 12.3 10.0 12.2 8.0 eV.